1.
Molecular formula: C30H49N7O11
Method: DFT, ωB97M-V/def2-TZVPD

```
97
Properties=species:S:1:pos:R:3
C -3.04 1.15 -3.02
C -3.65 1.80 -1.77
C -3.65 0.86 -0.53
C -3.74 1.61 0.70
C -2.60 2.72 0.95
C -2.71 3.86 -0.23
N -2.96 3.21 -1.53
O -2.62 3.82 -2.54
C -1.30 4.58 -0.16
C -3.86 4.96 0.07
C -5.21 2.14 -2.04
H -3.37 0.01 -3.12
H -1.97 1.30 -2.99
H -3.17 1.71 -4.07
H -2.91 0.37 -0.43
H -4.54 0.23 -0.56
H -3.62 0.92 1.57
H -4.73 2.12 0.91
H -1.63 2.22 0.93
H -2.67 3.15 1.94
H -1.46 5.27 -1.13
H -0.54 3.95 -0.27
H -1.06 5.00 0.81
H -4.83 4.52 0.24
H -3.92 5.59 -0.81
H -3.53 5.65 0.79
H -5.69 1.17 -2.15
H -5.39 2.40 -3.08
H -5.65 2.83 -1.31
N -0.16 -1.05 0.45
O -1.24 -1.57 0.45
O 0.92 -1.78 0.41
O -0.01 0.17 0.17
C -2.89 -4.93 0.51
C -4.04 -3.92 0.95
C -5.43 -4.37 1.46
C -5.50 -5.93 1.87
C -4.35 -6.86 1.54
C -3.14 -6.32 0.72
N -6.72 -6.32 2.50
O -6.87 -7.56 2.99
O -7.59 -5.44 2.78
H -2.02 -4.47 0.19
H -3.66 -2.78 0.86
H -6.19 -3.76 1.61
H -4.45 -7.84 1.68
H -2.35 -7.09 0.46
C 2.62 1.51 -1.37
C 3.47 2.78 -1.46
C 4.90 2.81 -2.11
C 5.39 1.46 -2.74
C 4.36 0.32 -2.69
C 3.02 0.36 -1.98
N 6.76 1.32 -3.34
O 7.09 0.11 -3.62
O 7.19 2.32 -3.80
H 1.68 1.79 -0.95
H 3.15 3.63 -0.97
H 5.67 3.36 -2.03
H 4.57 -0.70 -3.07
H 2.33 -0.36 -1.90
C 5.66 0.05 0.67
O 6.40 0.93 0.19
N 4.84 0.33 1.67
C 3.99 -0.64 2.35
C 4.58 1.70 2.16
H 5.41 -1.14 0.46
H 2.91 -0.65 2.01
H 4.19 -0.51 3.38
H 4.50 -1.65 2.19
H 5.33 2.19 2.71
H 3.45 1.94 2.57
H 4.51 2.33 1.31
C 1.17 2.75 1.96
O 1.50 3.85 1.45
N 0.39 2.54 3.05
C 0.03 1.10 3.36
C -0.11 3.65 3.93
H 1.59 1.82 1.52
H -0.11 0.95 4.41
H 0.78 0.44 2.93
H -0.94 0.76 2.93
H 0.59 4.14 4.36
H -1.06 3.44 4.40
H -0.61 4.29 3.32
C 1.91 -4.01 -2.31
O 1.47 -3.78 -3.51
N 3.23 -4.55 -2.19
C 3.86 -4.22 -0.94
C 4.05 -4.88 -3.27
H 1.28 -3.88 -1.33
H 5.03 -4.26 -0.97
H 3.44 -4.75 -0.01
H 3.68 -3.20 -0.53
H 4.87 -5.42 -3.00
H 4.28 -4.02 -3.94
H 3.39 -5.62 -4.05
```

Properties
* energy above the lowest of the compared OMol25 structures with the same formula, charge and spin: 1.4354 eV
* E_LUMO: -0.1502 hartree
* net charge: 0
* Kohn-Sham gap: 4.41 eV
* energy: -2382.45565 hartree

List of Löwdin charges in e, atom by atom: -0.027, -0.326, -0.151, -0.164, -0.050, -0.360, 0.041, 0.197, 0.008, 0.029, 0.014, 0.153, 0.077, 0.126, -0.004, 0.147, 0.134, 0.126, 0.084, 0.108, 0.137, 0.018, 0.097, 0.071, 0.082, 0.075, 0.094, 0.079, 0.084, -0.596, -0.022, -0.104, -0.095, -0.042, -0.004, 0.072, -0.087, 0.076, -0.056, -0.303, -0.010, 0.029, 0.051, 0.106, 0.012, 0.031, 0.109, -0.083, 0.014, 0.091, -0.068, 0.052, -0.065, -0.347, 0.019, 0.105, 0.061, 0.037, -0.001, 0.091, 0.047, -0.334, -0.021, -0.192, -0.068, -0.024, 0.170, 0.091, 0.066, 0.095, 0.067, 0.124, 0.049, -0.351, -0.034, -0.117, -0.020, 0.010, 0.107, 0.072, 0.068, 0.077, 0.028, 0.102, 0.034, -0.209, -0.076, -0.238, -0.117, -0.101, 0.153, 0.123, 0.100, 0.059, 0.039, 0.093, 0.156

=====

2.
Molecular formula: C30H50
Method: DFT, ωB97M-V/def2-TZVPD

```
80
Properties=species:S:1:pos:R:3
C -1.35 3.09 3.03
C -1.86 1.85 2.36
C -1.33 0.55 2.90
C -2.72 1.89 1.35
C -3.28 0.69 0.65
C -3.82 1.02 -0.74
C -2.82 1.51 -1.75
C -3.40 1.81 -3.10
C -1.52 1.67 -1.50
C -0.53 2.18 -2.49
C 0.91 1.81 -2.11
C 1.33 2.33 -0.77
C 1.33 3.83 -0.63
C 1.66 1.49 0.21
C 2.14 1.85 1.58
C 3.64 1.50 1.74
C 3.86 0.03 1.58
C 4.39 -0.59 0.53
C 4.88 0.15 -0.68
C 4.50 -2.08 0.48
C 3.53 -2.68 -0.56
C 2.11 -2.36 -0.22
C 1.13 -2.11 -1.09
C 1.34 -2.11 -2.58
C -0.28 -1.86 -0.63
C -1.18 -3.08 -0.93
C -2.57 -2.85 -0.45
C -3.05 -3.10 0.76
C -2.25 -3.67 1.89
C -4.48 -2.82 1.12
H -0.26 3.14 2.95
H -1.77 3.98 2.57
H -1.61 3.09 4.08
H -2.15 -0.11 3.17
H -0.71 0.72 3.78
H -0.73 0.04 2.15
H -3.07 2.85 0.99
H -2.52 -0.09 0.57
H -4.10 0.28 1.25
H -4.60 1.78 -0.64
H -4.31 0.13 -1.15
H -4.48 1.66 -3.11
H -3.19 2.84 -3.39
H -2.97 1.17 -3.87
H -1.13 1.47 -0.52
H -0.61 3.27 -2.55
H -0.74 1.79 -3.49
H 1.01 0.72 -2.12
H 1.59 2.21 -2.88
H 2.13 4.17 0.02
H 0.38 4.16 -0.20
H 1.45 4.30 -1.60
H 1.63 0.43 0.02
H 2.00 2.91 1.79
H 1.57 1.27 2.32
H 4.21 2.06 0.99
H 3.97 1.81 2.73
H 3.52 -0.57 2.42
H 5.37 -0.53 -1.38
H 4.05 0.64 -1.20
H 5.60 0.92 -0.40
H 5.52 -2.37 0.21
H 4.28 -2.51 1.46
H 3.78 -2.31 -1.55
H 3.66 -3.77 -0.57
H 1.88 -2.36 0.83
H 2.21 -1.51 -2.85
H 0.47 -1.71 -3.09
H 1.52 -3.12 -2.95
H -0.69 -0.98 -1.13
H -0.29 -1.68 0.45
H -0.74 -3.96 -0.46
H -1.19 -3.25 -2.01
H -3.24 -2.40 -1.18
H -2.11 -2.92 2.67
H -1.27 -4.01 1.57
H -2.78 -4.51 2.34
H -4.53 -2.18 2.00
H -5.00 -2.32 0.30
H -5.00 -3.75 1.35
```

Properties
* SMILES string: CC(C)=CCC/C(C)=C/CC/C(C)=C/CC/C=C(\C)CC/C=C(\C)CCC=C(C)C
* energy above the lowest of the compared OMol25 structures with the same formula, charge and spin: 0.0000 eV
* E_LUMO: 0.0282 hartree
* net charge: 0
* Kohn-Sham gap: 9.16 eV
* energy: -1173.03383 hartree

List of Löwdin charges in e, atom by atom: -0.062, -0.348, -0.053, -0.099, -0.200, -0.173, -0.291, -0.054, -0.073, -0.179, -0.164, -0.302, -0.039, -0.078, -0.184, -0.181, -0.092, -0.306, -0.038, -0.174, -0.185, -0.081, -0.312, -0.052, -0.169, -0.178, -0.091, -0.359, -0.048, -0.071, 0.063, 0.075, 0.080, 0.077, 0.075, 0.065, 0.115, 0.091, 0.116, 0.122, 0.110, 0.073, 0.083, 0.081, 0.096, 0.116, 0.109, 0.094, 0.120, 0.074, 0.088, 0.079, 0.097, 0.097, 0.100, 0.106, 0.111, 0.113, 0.076, 0.077, 0.082, 0.115, 0.111, 0.097, 0.119, 0.117, 0.074, 0.076, 0.089, 0.102, 0.103, 0.110, 0.110, 0.106, 0.078, 0.066, 0.082, 0.073, 0.071, 0.080

=====

3.
Molecular formula: C30H50As2ClF6IrO3P
Method: DFT, ωB97M-V/def2-TZVPD

```
94
Properties=species:S:1:pos:R:3
Ir 0.26 -0.99 0.03
C 1.12 -3.11 -3.10
As 0.34 -1.45 -2.48
C 1.16 -0.14 -3.70
C -1.47 -1.61 -3.22
H 1.15 -3.09 -4.20
H 0.51 -3.95 -2.77
H 2.13 -3.24 -2.72
H 0.80 -0.33 -4.71
H 2.24 -0.24 -3.66
H 0.90 0.89 -3.43
H -1.39 -1.92 -4.26
H -2.02 -0.68 -3.16
H -1.99 -2.38 -2.66
C -2.12 0.94 5.45
C -2.32 -0.47 4.92
C -2.45 -0.50 3.39
C -1.76 0.71 2.76
C -0.46 0.97 3.53
C -0.83 1.55 4.90
P -1.49 0.44 0.94
C -3.15 -0.01 0.21
C -4.32 0.89 0.64
C -5.66 0.18 0.37
C -5.58 -0.73 -0.85
C -4.59 -1.87 -0.62
C -3.51 -1.48 0.40
C -1.11 2.09 0.12
C 0.42 2.24 0.07
C 0.77 3.62 -0.49
C 0.34 4.72 0.49
C -0.78 4.24 1.42
C -1.77 3.36 0.67
H -2.10 0.92 6.54
H -2.98 1.56 5.18
H -3.21 -0.92 5.37
H -1.46 -1.08 5.22
H -3.51 -0.50 3.14
H -2.01 -1.42 3.00
H -2.38 1.60 2.84
H 0.19 1.67 3.01
H 0.08 0.03 3.63
H -0.92 2.63 4.86
H -0.01 1.34 5.60
H -2.98 0.14 -0.87
H -4.29 1.83 0.09
H -4.27 1.12 1.70
H -6.44 0.93 0.23
H -5.94 -0.42 1.23
H -5.28 -0.13 -1.72
H -6.57 -1.13 -1.08
H -4.13 -2.16 -1.57
H -5.11 -2.75 -0.25
H -2.64 -2.13 0.27
H -3.90 -1.64 1.40
H -1.46 1.93 -0.91
H 0.84 1.43 -0.56
H 0.86 2.13 1.06
H 0.27 3.75 -1.45
H 1.84 3.69 -0.67
H 0.01 5.59 -0.07
H 1.19 5.03 1.10
H -1.29 5.10 1.84
H -0.35 3.68 2.26
H -2.17 3.94 -0.16
H -2.62 3.12 1.31
C 6.34 1.68 -1.53
C 5.97 0.49 -2.34
C 6.08 0.49 -3.71
C 5.73 -0.64 -4.46
Cl 5.88 -0.61 -6.16
C 5.26 -1.80 -3.82
C 5.11 -1.81 -2.45
C 5.46 -0.68 -1.69
O 5.37 -0.58 -0.37
C 4.49 -1.34 0.40
C 3.03 -0.86 0.09
O 2.75 -0.68 -1.10
O 2.27 -0.70 1.06
H 6.39 2.57 -2.15
H 7.31 1.53 -1.06
H 5.62 1.84 -0.73
H 6.43 1.38 -4.22
H 5.04 -2.68 -4.40
H 4.76 -2.71 -1.97
H 4.73 -1.14 1.45
H 4.51 -2.41 0.20
F 1.52 -3.25 -0.13
As 0.14 -4.26 0.48
F 0.46 -5.43 -0.73
F 1.11 -4.89 1.70
F -1.33 -4.96 0.99
F -0.23 -2.77 1.55
F -0.86 -3.29 -0.75
```

Properties
* spin multiplicity: 2
* energy above the lowest of the compared OMol25 structures with the same formula, charge and spin: 4.8521 eV
* E_LUMO (spin up / spin down): -0.3736 / -0.3697 hartree
* net charge: +2
* Kohn-Sham gap (spin up / spin down): 3.10 / 2.94 eV
* energy: -7374.89081 hartree

List of Löwdin charges in e, atom by atom: 1.046, -0.215, 1.132, -0.219, -0.228, 0.065, 0.035, 0.032, 0.054, 0.025, 0.037, 0.058, 0.037, 0.020, -0.192, -0.171, -0.193, -0.393, -0.198, -0.172, 1.096, -0.408, -0.174, -0.171, -0.188, -0.174, -0.212, -0.402, -0.253, -0.174, -0.170, -0.183, -0.174, 0.122, 0.119, 0.122, 0.123, 0.105, 0.103, 0.121, 0.085, 0.123, 0.116, 0.122, 0.102, 0.117, 0.103, 0.123, 0.122, 0.115, 0.121, 0.098, 0.125, 0.073, 0.107, 0.114, 0.062, 0.101, 0.118, 0.114, 0.119, 0.117, 0.125, 0.096, 0.131, 0.095, -0.002, -0.152, -0.033, -0.641, 0.806, -0.073, 0.015, -0.198, 0.037, -0.014, -0.624, -0.016, -0.012, 0.095, 0.112, 0.090, 0.128, 0.118, 0.124, 0.158, 0.153, -0.312, 0.865, -0.184, -0.164, -0.179, -0.351, -0.382

=====

4.
Molecular formula: C30H50BrHgN3P2S
Method: DFT, ωB97M-V/def2-TZVPD

```
88
Properties=species:S:1:pos:R:3
C -5.33 0.48 -0.02
C -5.30 0.07 -1.36
C -5.20 1.04 -2.38
C -4.90 2.35 -2.00
N -4.75 2.69 -0.72
C -5.04 1.82 0.26
C -5.13 -1.33 -1.69
C -4.43 -2.34 -1.85
C -3.08 -2.84 -1.85
C -2.10 -2.14 -2.61
C -0.91 -1.82 -1.95
C -0.67 -2.43 -0.72
C -1.44 -3.45 -0.20
C -2.68 -3.71 -0.81
Hg 0.91 -1.77 0.49
P -0.15 1.45 0.51
H -5.24 0.75 -3.43
H -5.46 -0.24 0.79
H -4.75 3.12 -2.76
H -5.01 2.17 1.29
H -3.37 -4.45 -0.40
H -2.33 -1.74 -3.60
H -1.12 -3.96 0.70
H -0.20 -1.09 -2.36
C 1.37 2.44 0.92
C 1.37 3.93 0.60
H 2.17 1.93 0.36
H 1.60 2.27 1.98
H 2.35 4.35 0.87
H 1.22 4.13 -0.47
H 0.62 4.49 1.17
C -0.88 2.33 -0.95
C -1.65 3.63 -0.72
H -1.57 1.58 -1.38
H -0.07 2.48 -1.68
H -1.82 4.11 -1.70
H -2.65 3.44 -0.30
H -1.13 4.35 -0.09
C -1.33 1.81 1.89
C -1.21 3.14 2.62
H -1.18 0.98 2.60
H -2.35 1.68 1.49
H -1.85 3.13 3.51
H -0.18 3.34 2.96
H -1.54 3.99 2.00
Br 3.16 -0.77 1.00
P 2.11 -0.19 -3.25
C 2.45 1.61 -3.21
C 3.72 2.08 -3.92
H 2.52 1.85 -2.13
H 1.56 2.12 -3.60
H 3.80 3.17 -3.78
H 4.62 1.62 -3.50
H 3.69 1.88 -5.00
C 3.76 -0.99 -3.08
C 4.25 -1.82 -4.27
H 3.63 -1.64 -2.20
H 4.50 -0.22 -2.81
H 5.21 -2.28 -4.00
H 3.55 -2.63 -4.52
H 4.42 -1.21 -5.17
C 1.36 -0.65 -4.84
C 1.74 0.20 -6.04
H 0.27 -0.58 -4.66
H 1.58 -1.71 -5.02
H 1.10 -0.09 -6.88
H 1.59 1.27 -5.86
H 2.78 0.03 -6.35
C -1.01 -2.84 7.40
C -0.14 -2.95 6.16
N -0.36 -1.80 5.26
C 0.07 -1.90 3.96
S -1.00 -1.57 2.69
N 1.34 -2.31 3.77
C 2.45 -1.68 4.54
C 3.69 -2.53 4.34
H -0.82 -1.90 7.94
H -0.79 -3.69 8.05
H -2.08 -2.88 7.13
H 0.93 -2.96 6.43
H -0.34 -3.90 5.64
H -1.28 -1.39 5.34
H 1.62 -2.40 2.78
H 2.61 -0.66 4.16
H 2.12 -1.63 5.58
H 4.11 -2.39 3.34
H 4.44 -2.25 5.08
H 3.45 -3.59 4.47
```

Properties
* energy above the lowest of the compared OMol25 structures with the same formula, charge and spin: 2.5226 eV
* E_LUMO (spin up / spin down): -0.3168 / -0.3267 hartree
* net charge: +2
* Kohn-Sham gap (spin up / spin down): 4.12 / 3.84 eV
* energy: -5145.01047 hartree

List of Löwdin charges in e, atom by atom: 0.019, -0.207, 0.014, -0.103, 0.069, -0.109, 0.152, 0.130, -0.180, 0.029, -0.117, -0.343, -0.120, 0.038, 0.685, 0.923, 0.125, 0.128, 0.126, 0.126, 0.142, 0.135, 0.097, 0.033, -0.444, -0.150, -0.001, 0.078, 0.082, 0.066, 0.058, -0.424, -0.151, 0.050, 0.047, 0.081, 0.042, 0.052, -0.428, -0.139, -0.012, 0.061, 0.081, 0.066, 0.062, -0.012, 1.164, -0.375, -0.106, 0.079, 0.089, 0.100, 0.074, 0.075, -0.361, -0.117, 0.063, 0.086, 0.097, 0.078, 0.078, -0.377, -0.117, 0.079, 0.091, 0.097, 0.076, 0.079, -0.077, -0.236, -0.009, -0.820, 0.650, -0.019, -0.240, -0.088, 0.086, 0.087, 0.081, 0.104, 0.128, 0.120, 0.014, 0.107, 0.103, 0.032, 0.084, 0.084

=====

5.
Molecular formula: C30H50Cl3FeN4O4Si
Method: DFT, ωB97M-V/def2-TZVPD

```
93
Properties=species:S:1:pos:R:3
C -1.42 -2.56 -5.02
C -0.73 -3.03 -3.77
H -1.53 -3.40 -5.71
H -0.87 -1.76 -5.51
H -2.41 -2.17 -4.75
C -0.22 -4.25 -3.62
C -0.24 -5.34 -4.66
H 0.27 -4.55 -2.66
H 0.21 -5.02 -5.62
H -1.26 -5.71 -4.87
H 0.32 -6.22 -4.33
Fe -0.71 2.73 0.16
Cl -2.72 3.12 0.81
Cl 0.98 4.11 -0.19
H 1.58 5.75 3.62
H -1.30 6.96 2.21
C 1.32 5.41 2.62
C -0.80 6.18 1.62
N -0.11 5.23 2.47
H 1.85 4.47 2.44
C -0.75 4.22 3.10
O -0.22 3.46 3.92
H -1.56 5.68 1.00
H -1.82 4.09 2.82
H 1.64 6.15 1.88
H -0.08 6.66 0.96
H 2.20 -1.17 -4.80
H 2.29 -3.59 -3.32
C 3.12 -0.91 -4.24
C 3.27 -3.12 -3.15
N 3.12 -1.67 -3.01
H 3.14 0.17 -4.06
C 3.24 -1.03 -1.81
O 3.23 0.18 -1.63
H 3.73 -3.55 -2.25
H 3.37 -1.75 -0.96
H 3.99 -1.21 -4.85
H 3.89 -3.33 -4.03
O 0.18 -0.90 -3.22
C -0.61 -1.90 -2.73
C 0.85 -2.86 -0.78
C -0.38 -2.44 -1.28
H 1.74 -2.72 -1.40
C 0.96 -3.48 0.49
H -1.61 -1.42 -2.73
C -1.51 -2.67 -0.52
H 1.94 -3.81 0.86
C -0.20 -3.69 1.23
C -1.43 -3.29 0.73
H -2.47 -2.41 -0.95
H -0.16 -4.15 2.22
H -2.35 -3.47 1.28
Si -0.26 2.39 -3.67
Cl -0.85 1.37 -1.48
C 1.58 2.51 -3.59
C -0.88 4.05 -2.98
C -1.14 1.89 -5.21
H 2.05 1.67 -3.05
H 1.82 3.44 -3.08
H 1.98 2.57 -4.63
H -0.49 1.27 -5.84
H -1.36 2.82 -5.75
H -2.08 1.37 -5.04
H -1.82 3.99 -2.40
H -1.02 4.80 -3.80
H -0.10 4.44 -2.28
C -3.52 -1.01 6.06
C -2.12 -1.57 6.00
N -1.22 -0.85 5.07
C -0.73 0.48 5.52
C 0.02 0.37 6.83
C -1.39 -1.12 3.73
O -2.30 -1.86 3.32
C -0.38 -0.51 2.82
C 0.97 -0.87 2.86
C 1.84 -0.21 1.98
C 1.32 0.75 1.13
N 0.07 1.23 1.27
C -0.83 0.48 1.97
H -3.52 0.04 6.36
H -4.11 -1.60 6.78
H -3.98 -1.10 5.08
H -1.63 -1.56 6.98
H -2.15 -2.60 5.64
H -0.07 0.87 4.73
H -1.58 1.18 5.61
H 0.81 -0.39 6.75
H 0.49 1.33 7.03
H -0.64 0.14 7.67
H 1.32 -1.65 3.54
H 2.89 -0.49 1.92
H 1.92 1.19 0.32
H -1.88 0.72 1.88
```

Properties
* spin multiplicity: 6
* E_LUMO (spin up / spin down): 0.0128 / -0.0665 hartree
* net charge: 0
* Kohn-Sham gap (spin up / spin down): 8.77 / 6.16 eV
* energy: -4626.95189 hartree

List of Löwdin charges in e, atom by atom: -0.034, -0.234, 0.069, 0.078, 0.091, -0.113, -0.098, 0.112, 0.082, 0.083, 0.069, -0.199, 0.077, 0.161, 0.087, 0.086, -0.111, -0.100, -0.222, 0.059, -0.390, -0.034, 0.042, 0.058, 0.070, 0.067, 0.085, 0.068, -0.046, -0.047, -0.192, 0.070, -0.331, 0.002, 0.098, 0.133, 0.096, 0.092, 0.013, -0.356, -0.053, -0.168, 0.050, -0.070, 0.151, -0.027, 0.109, -0.097, -0.072, 0.117, 0.112, 0.101, 0.518, 0.356, -0.194, -0.270, -0.187, 0.006, 0.025, 0.049, 0.034, 0.046, 0.043, 0.022, 0.041, -0.060, -0.075, -0.208, -0.046, -0.198, -0.081, -0.398, 0.051, -0.143, 0.000, -0.028, -0.110, -0.069, -0.054, 0.072, 0.077, 0.073, 0.101, 0.120, 0.102, 0.128, 0.082, 0.079, 0.066, 0.130, 0.113, 0.096, 0.099